108
Properties=species:S:1:pos:R:3:mulliken_spin:R:1 method="wB97M-V/def2-TZVPD" lumo_energy_ev="1.929 / 1.947" multiplicity=2 orbital_gap_ha="0.2605 / 0.2539" total_charge=-1 e_above_lowest_ev=0.0000 s2=0.777 max_force_ev_per_a=1.2
Co -0.1117 -0.5179 0.6690 1.220
C 0.3692 -4.5337 0.6945 -0.002
C -0.7467 -4.0466 -0.2364 -0.008
C -1.9531 -3.5610 0.5585 -0.004
C -0.2562 -3.0631 -1.2690 0.006
C 0.0331 -3.4481 -2.5794 0.003
C 0.4059 -2.2840 -3.1989 -0.002
N 0.3458 -1.2611 -2.3232 -0.023
N -0.0615 -1.7536 -1.1073 0.044
B 0.8620 0.1425 -2.8974 0.008
N -0.1046 1.3284 -3.0426 -0.001
C -0.5502 1.6925 -4.2688 -0.002
C -1.3575 2.7867 -4.1294 0.002
C -1.3444 3.0574 -2.7424 0.002
N -0.6022 2.1623 -2.0944 0.005
C -2.1176 4.1848 -2.1010 0.001
C -1.9673 4.2896 -0.5930 0.003
C -1.7460 5.5214 -2.7503 0.000
N 2.2219 0.5682 -2.2820 -0.020
C 3.3913 0.4198 -2.9346 -0.001
C 4.3839 1.0015 -2.1799 0.001
C 3.7134 1.4892 -1.0398 0.007
N 2.4108 1.2161 -1.1117 0.017
C 4.3026 2.3191 0.0760 0.001
C 3.8602 1.8550 1.4608 -0.009
C 5.8278 2.3444 0.0084 0.000
H 0.0588 -5.4468 1.2081 0.000
H 1.2869 -4.7440 0.1421 0.000
H 0.5912 -3.7846 1.4547 0.002
H -1.0674 -4.9112 -0.8260 -0.001
H -1.6827 -2.7162 1.1865 -0.003
H -2.7563 -3.2323 -0.1015 0.000
H -2.3275 -4.3653 1.1978 0.000
H -0.0369 -4.4357 -3.0025 0.000
H 0.7059 -2.1046 -4.2156 0.000
H 1.1088 -0.1581 -4.0375 0.000
H -0.2538 1.1429 -5.1463 0.000
H -1.8672 3.3292 -4.9089 0.000
H -3.1741 3.9918 -2.3251 0.000
H -0.9778 4.6648 -0.3377 0.000
H -2.7119 4.9872 -0.1972 0.000
H -2.0898 3.3266 -0.1130 0.000
H -0.6994 5.7546 -2.5419 0.000
H -1.8789 5.5019 -3.8337 0.000
H -2.3627 6.3280 -2.3451 0.000
H 3.4301 -0.0725 -3.8919 0.000
H 5.4316 1.0621 -2.4206 0.000
H 3.9447 3.3441 -0.0732 0.000
H 4.3699 0.9280 1.7267 0.000
H 4.0997 2.6052 2.2178 0.000
H 2.7929 1.6662 1.4806 -0.012
H 6.2299 1.3300 0.0777 0.000
H 6.1907 2.7932 -0.9180 0.000
H 6.2286 2.9245 0.8420 0.000
N -2.7800 -1.3558 3.1017 0.000
C -1.5812 -1.6275 3.6356 0.012
N -1.5009 -1.8799 4.9475 0.001
C -0.2836 -2.2004 5.3695 -0.001
N -0.1361 -2.4536 6.7025 -0.001
N 0.8235 -2.2732 4.6198 0.001
C 0.6221 -1.9505 3.3462 0.008
N -0.5337 -1.6549 2.7927 0.059
C 1.8109 -1.9472 2.4436 -0.017
C 3.0191 -2.4539 2.8923 0.005
C 4.0624 -2.5971 1.9933 -0.005
C 3.8522 -2.2302 0.6770 0.004
C 2.6304 -1.6790 0.3227 -0.031
N 1.6285 -1.5113 1.1875 -0.031
H -3.5091 -1.0926 3.7412 0.000
H -2.7919 -0.9915 2.1488 -0.003
H -0.9844 -2.6517 7.2043 0.000
H 0.6921 -2.9583 6.9654 0.000
H 3.0969 -2.7413 3.9299 0.000
H 5.0163 -2.9980 2.3120 0.000
H 4.6207 -2.3420 -0.0751 0.000
H 2.4413 -1.3744 -0.6943 0.005
O 0.0087 0.9501 3.3643 0.000
B 0.0131 0.9888 1.9287 -0.069
O 0.3088 2.3315 1.5696 -0.083
C 0.5088 3.0316 2.7120 -0.011
C 0.8568 4.3553 2.8645 0.000
C 1.0248 4.8218 4.1711 0.000
C 0.8489 3.9830 5.2646 -0.001
C 0.4938 2.6412 5.0974 -0.001
C 0.3292 2.1960 3.8067 -0.002
H 0.9951 4.9947 2.0029 0.000
H 1.2979 5.8568 4.3337 0.000
H 0.9925 4.3728 6.2644 0.000
H 0.3526 1.9779 5.9407 0.000
C -6.9685 3.7593 -2.2354 0.000
C -8.1300 3.0821 -2.9106 0.000
O -9.0348 3.6796 -3.4363 0.000
S -8.2114 1.2944 -2.9148 0.000
C -6.7286 0.7806 -2.0890 -0.002
C -5.5881 0.4717 -2.8279 0.001
C -4.4184 0.1109 -2.1862 -0.003
C -4.3533 0.0559 -0.7855 -0.008
C -5.5226 0.3127 -0.0595 -0.001
C -6.6946 0.6713 -0.7023 0.001
C -3.1014 -0.2016 -0.1566 -0.060
C -1.9773 -0.2981 0.3113 -0.001
H -6.9606 4.8049 -2.5343 0.000
H -6.0210 3.2834 -2.4811 0.000
H -7.0952 3.6923 -1.1534 0.000
H -5.6192 0.5364 -3.9084 0.000
H -3.5231 -0.1043 -2.7539 0.000
H -5.4966 0.2385 1.0202 0.000
H -7.5903 0.8808 -0.1303 0.000